1.
C16H27N4O6 | ωB97M-V with the def2-TZVPD basis set

```
53
Properties=species:S:1:pos:R:3:forces:R:3:lowdin_charge:R:1
C 1.517 0.222 0.363 1.08 -1.33 -0.29 -0.117
C 0.339 0.625 0.940 -0.79 0.01 0.38 -0.005
C -0.079 1.924 0.763 0.28 0.07 -0.53 -0.245
N -1.278 2.409 1.375 -0.13 1.01 0.90 0.136
C -2.499 2.081 0.905 -2.10 0.26 -0.22 -0.337
N -3.043 2.533 -0.259 3.15 -0.92 -0.80 0.145
C -3.442 1.264 -0.965 -0.42 0.41 0.62 -0.086
C -3.843 0.388 0.256 -0.27 0.93 -0.07 -0.062
N -3.371 1.225 1.440 1.11 -1.72 -0.12 0.149
C 0.728 2.727 -0.010 -0.65 0.51 0.18 -0.002
C 1.865 2.192 -0.559 1.42 0.29 -1.01 -0.117
N 2.332 0.947 -0.411 -1.76 0.55 0.67 0.102
H 1.832 -0.797 0.549 0.08 -0.09 -0.06 0.121
H -0.240 -0.070 1.528 0.03 -0.12 0.13 0.117
H -1.197 2.972 2.209 -0.05 -0.30 0.23 0.176
H -2.264 2.993 -0.733 -0.65 0.49 -0.46 0.149
H -2.571 0.880 -1.487 0.01 -0.16 -0.12 0.124
H -4.244 1.441 -1.667 -0.18 0.01 0.01 0.122
H -4.908 0.205 0.259 -0.10 -0.15 0.35 0.122
H -3.249 -0.512 0.332 -0.30 -0.45 -0.32 0.122
H -2.948 0.598 2.115 -0.20 0.39 0.49 0.153
H 0.476 3.761 -0.185 0.02 0.14 -0.05 0.124
H 2.463 2.843 -1.185 0.15 0.01 -0.02 0.126
C -5.170 -6.951 -0.463 -0.01 0.15 -0.31 -0.061
C -4.713 -5.863 0.483 -0.18 -0.49 0.21 -0.201
O -4.121 -4.750 -0.216 0.12 0.08 0.05 0.038
C -4.970 -3.955 -0.852 0.09 -0.16 0.07 -0.616
O -6.166 -4.050 -0.880 -0.14 0.08 0.00 0.138
O -4.259 -2.996 -1.468 0.11 0.20 0.02 -0.013
C -5.050 -2.115 -2.263 -0.02 0.18 -0.07 -0.049
H -4.345 -7.275 -1.099 0.05 -0.07 0.11 0.085
H -5.543 -7.808 0.097 0.04 0.00 0.04 0.085
H -5.966 -6.599 -1.117 -0.07 0.02 0.09 0.076
H -3.928 -6.246 1.132 0.14 0.18 -0.06 0.123
H -5.525 -5.513 1.120 -0.05 0.13 -0.14 0.125
H -5.850 -1.668 -1.673 -0.10 -0.13 -0.04 0.093
H -5.464 -2.643 -3.119 -0.11 0.02 0.04 0.106
H -4.386 -1.329 -2.620 0.14 -0.12 0.01 0.083
C 5.961 0.640 1.630 0.25 0.14 0.09 -0.059
C 5.341 1.443 0.504 0.08 -0.42 0.21 -0.222
O 5.798 2.804 0.501 -0.17 0.06 -0.02 0.032
C 7.047 2.989 0.067 -0.03 0.11 0.02 -0.616
O 7.791 2.136 -0.332 0.06 -0.11 -0.06 0.131
O 7.322 4.289 0.149 -0.01 0.05 0.01 0.005
C 8.667 4.626 -0.209 0.18 0.17 -0.05 -0.034
H 5.778 1.127 2.590 -0.12 -0.04 0.00 0.083
H 5.542 -0.366 1.657 -0.04 0.02 -0.01 0.079
H 7.039 0.558 1.510 -0.02 -0.06 -0.09 0.076
H 4.267 1.492 0.644 0.11 0.25 -0.01 0.078
H 5.523 0.980 -0.466 0.13 0.09 -0.02 0.128
H 8.910 4.258 -1.202 0.00 -0.11 0.04 0.097
H 9.362 4.222 0.525 0.01 -0.09 -0.06 0.100
H 8.730 5.710 -0.202 -0.15 0.00 0.06 0.094
```
Positions in Å, forces in eV/Å.

The HOMO energy is -12.3 eV. Its multiplicity is 1. Its orbital gap is 0.28629 hartree. The total charge is +1.

=====

2.
C16H27N5O2 | ωB97M-V with the def2-TZVPD basis set

```
50
Properties=species:S:1:pos:R:3:forces:R:3:lowdin_charge:R:1
C 1.124 -4.009 2.708 -0.07 -0.08 -0.24 -0.105
C 0.089 -4.021 1.588 -0.08 -0.02 0.19 -0.250
C -1.229 -3.326 1.954 0.03 0.04 -0.31 -0.210
C -1.338 -1.849 1.563 -0.06 -0.09 0.28 -0.188
C -0.423 -0.899 2.345 0.01 -0.01 -0.22 -0.164
H -0.953 0.035 2.543 0.07 -0.02 0.11 0.092
C 0.868 -0.549 1.597 -0.11 -0.22 0.74 -0.114
N 0.587 0.306 0.465 -0.01 0.39 -0.36 0.064
C 0.022 1.544 0.433 0.15 -0.35 -0.22 -0.306
N -0.366 1.901 -0.789 -0.10 0.27 -0.31 0.215
C -0.037 0.863 -1.581 0.46 -0.82 1.03 -0.211
C 0.558 -0.151 -0.845 -0.25 0.51 -0.64 -0.079
C 1.027 -1.349 -1.455 -0.07 0.24 0.04 -0.403
O 1.576 -2.307 -0.943 0.14 -0.18 0.04 0.054
N 0.765 -1.322 -2.828 0.15 -0.38 -0.12 0.210
C 0.179 -0.341 -3.604 -0.04 0.03 -0.03 -0.476
O 0.043 -0.478 -4.800 -0.01 -0.09 -0.32 0.073
N -0.233 0.785 -2.927 0.00 0.03 -0.03 0.007
C -0.850 1.881 -3.637 -0.12 0.20 -0.21 -0.006
H -0.896 1.610 -4.690 -0.01 0.05 0.12 0.089
H -1.852 2.055 -3.247 0.01 0.03 -0.04 0.095
H -0.258 2.786 -3.504 -0.04 0.01 -0.03 0.095
H 1.066 -2.140 -3.345 -0.07 0.16 0.08 0.168
N -0.176 2.325 1.536 0.02 0.00 0.09 -0.080
C -1.143 3.400 1.352 -0.37 -0.05 -0.07 -0.224
C -2.557 2.840 1.276 0.18 0.18 0.02 -0.074
H -3.273 3.652 1.185 -0.14 0.06 -0.04 0.072
H -2.787 2.267 2.171 -0.04 -0.04 0.10 0.072
H -2.652 2.192 0.409 -0.08 -0.05 -0.08 0.062
H -1.059 4.070 2.209 0.07 -0.03 -0.04 0.114
H -0.918 3.960 0.437 0.04 0.06 0.15 0.114
C 0.959 2.643 2.392 0.13 -0.02 0.32 -0.214
C 0.634 2.435 3.868 0.17 0.05 -0.29 -0.068
H -0.218 3.043 4.160 -0.10 0.06 0.07 0.071
H 0.397 1.394 4.068 -0.04 -0.13 0.03 0.061
H 1.488 2.722 4.476 0.06 0.04 0.13 0.076
H 1.810 2.024 2.103 -0.03 0.07 -0.03 0.110
H 1.252 3.688 2.225 0.04 -0.09 -0.06 0.123
H 1.341 -1.445 1.196 0.05 0.12 0.07 0.110
H 1.570 -0.056 2.274 0.02 -0.05 -0.10 0.114
H -0.166 -1.344 3.307 0.02 0.05 0.10 0.109
H -1.139 -1.750 0.495 -0.09 0.03 -0.10 0.106
H -2.375 -1.545 1.726 0.01 0.03 -0.09 0.108
H -2.045 -3.846 1.445 -0.04 -0.02 0.08 0.105
H -1.406 -3.427 3.028 -0.09 -0.04 0.07 0.108
H 0.514 -3.569 0.691 -0.03 -0.06 -0.07 0.077
H -0.127 -5.065 1.348 0.03 0.00 -0.06 0.103
H 0.727 -4.497 3.598 0.01 0.00 0.12 0.072
H 2.015 -4.547 2.394 0.14 -0.02 0.06 0.072
H 1.420 -2.998 2.975 0.08 0.14 0.10 0.052
```
Positions in Å, forces in eV/Å.

The HOMO energy is -7.9 eV. Its energy relative to the best compared isomer or geometry (same formula, charge and spin) is 1.7 kcal/mol. Its multiplicity is 1. Its orbital gap is 0.31554 hartree. Its structure (SMILES) is CCCCCCn1c(N(CC)CC)nc2c1c(=O)[nH]c(=O)n2C.

=====

3.
C16H27NO | ωB97M-V with the def2-TZVPD basis set

```
45
Properties=species:S:1:pos:R:3:forces:R:3:lowdin_charge:R:1
C -6.963 -0.836 -0.836 -0.03 -0.06 0.19 -0.096
H -7.158 0.174 -1.190 -0.03 0.08 -0.08 0.073
H -6.322 -1.333 -1.560 0.03 -0.03 -0.11 0.074
H -7.907 -1.372 -0.779 -0.11 -0.04 -0.07 0.067
C -6.283 -0.798 0.534 -0.03 0.02 -0.21 -0.214
C -4.981 -0.052 0.453 0.07 -0.07 0.12 -0.250
C -3.805 -0.724 0.175 0.16 0.05 -0.02 0.036
C -2.594 -0.043 0.057 -0.17 -0.01 0.01 -0.260
C -2.572 1.337 0.218 0.37 -0.08 -0.07 -0.030
C -3.751 2.010 0.494 -0.13 0.01 0.01 -0.081
C -4.946 1.330 0.611 -0.01 0.10 0.02 -0.059
H -5.857 1.868 0.829 -0.11 0.06 0.04 0.109
H -3.728 3.083 0.619 0.01 0.08 0.01 0.103
H -1.653 1.896 0.133 0.10 0.01 -0.01 0.100
O -1.507 -0.818 -0.214 -0.22 -0.06 0.03 -0.042
C -0.239 -0.204 -0.311 0.36 -0.04 -0.02 -0.216
C 0.783 -1.305 -0.582 -0.18 0.28 -0.08 -0.170
H 0.792 -1.989 0.268 -0.02 -0.08 0.02 0.119
C 2.188 -0.767 -0.839 -0.26 -0.08 0.37 -0.180
H 2.160 -0.027 -1.640 0.09 0.03 -0.09 0.106
H 2.825 -1.586 -1.173 0.06 0.04 -0.05 0.106
C 2.831 -0.141 0.405 -0.05 -0.13 -0.45 -0.207
N 4.222 0.211 0.154 0.16 0.11 0.09 -0.201
C 5.162 -0.556 0.948 0.05 -0.20 -0.03 -0.267
C 5.211 -2.016 0.509 0.06 0.28 0.15 -0.089
H 5.425 -2.071 -0.555 0.02 -0.04 -0.12 0.075
H 4.268 -2.519 0.700 -0.11 -0.12 0.01 0.062
H 5.995 -2.537 1.053 0.04 -0.13 0.06 0.070
H 6.154 -0.121 0.804 -0.06 0.02 0.06 0.110
H 4.929 -0.504 2.028 0.06 0.04 -0.06 0.119
C 4.469 1.640 0.182 -0.04 0.14 -0.14 -0.267
C 3.816 2.348 -1.001 0.17 -0.06 0.27 -0.087
H 2.732 2.304 -0.940 -0.16 0.03 -0.04 0.059
H 4.131 1.876 -1.928 0.02 -0.04 -0.12 0.076
H 4.117 3.392 -1.017 -0.05 0.13 -0.03 0.070
H 4.121 2.102 1.125 0.08 -0.03 -0.04 0.119
H 5.549 1.793 0.119 -0.05 -0.01 0.07 0.110
H 2.764 -0.855 1.234 -0.02 0.04 0.04 0.120
H 2.267 0.750 0.703 0.03 -0.01 0.09 0.111
H 0.442 -1.866 -1.454 -0.03 -0.05 0.03 0.118
H -0.231 0.525 -1.134 -0.01 -0.02 0.10 0.136
H -0.005 0.320 0.625 -0.06 0.02 -0.10 0.126
H -3.799 -1.796 0.047 -0.01 -0.17 0.00 0.126
H -6.946 -0.308 1.250 0.03 -0.06 0.06 0.109
H -6.105 -1.819 0.875 -0.02 0.03 0.08 0.108
```
Positions in Å, forces in eV/Å.

The HOMO energy is -8.4 eV. Its energy relative to the best compared isomer or geometry (same formula, charge and spin) is 21.8 kcal/mol. Its multiplicity is 1. Its orbital gap is 0.34123 hartree. Its structure (SMILES) is CCc1cccc(OCCCCN(CC)CC)c1.

=====

4.
C16H28BrFeN3O6S2 | ωB97M-V with the def2-TZVPD basis set

```
57
Properties=species:S:1:pos:R:3:forces:R:3:mulliken_spin:R:1
C 3.874 3.194 0.575 0.04 0.04 -0.16 0.000
C 2.540 3.112 -0.159 0.30 0.44 -0.17 0.000
O 2.073 1.743 -0.151 -0.19 0.05 -0.29 0.000
C 0.712 1.531 -0.182 0.98 -0.13 -0.31 0.004
C 0.046 2.319 -1.281 -0.89 0.11 0.18 0.003
C -1.464 2.132 -1.498 0.12 0.10 0.00 0.007
C -2.066 3.327 -2.249 -0.31 -0.19 -0.04 0.000
N -2.573 4.353 -1.335 0.04 -0.11 0.14 0.000
O 0.238 1.841 1.193 0.13 0.22 0.13 0.004
S 0.956 0.786 2.146 0.17 0.08 -0.25 -0.004
O -0.138 0.247 2.922 0.01 0.22 0.30 0.010
O 2.100 1.255 2.811 -0.03 0.01 -0.03 0.000
O 1.387 -0.294 1.018 -0.37 0.42 0.58 0.000
C 0.538 -0.015 -0.134 -0.37 0.03 -0.36 -0.022
C 0.916 -0.766 -1.405 0.83 -0.33 0.07 0.002
C 2.250 -0.491 -2.110 0.13 0.06 -0.07 0.000
C 3.475 -1.101 -1.417 0.05 -0.13 -0.21 0.000
Br 4.954 0.136 -1.271 0.05 0.09 0.07 0.000
C -0.885 -0.478 0.274 -0.28 -0.35 -0.22 0.179
C -0.900 -1.740 1.169 -0.04 0.08 0.00 -0.062
C -2.011 -1.616 2.212 -0.36 -0.42 -0.36 0.165
C -2.600 -2.904 2.799 0.10 -0.37 0.60 -0.002
S -3.638 -3.808 1.609 -0.02 0.30 -0.77 0.455
C -2.522 -4.904 0.973 0.24 0.11 0.55 0.056
N -1.762 -5.709 1.732 0.37 0.20 -0.18 0.194
N -1.062 -6.469 0.898 -0.18 0.09 -0.15 0.040
C -1.399 -6.093 -0.327 0.10 -0.15 -0.01 0.233
O -2.318 -5.122 -0.339 -0.40 -0.26 0.04 -0.022
H 3.784 3.750 1.507 0.01 -0.13 0.04 0.000
H 4.258 2.197 0.776 -0.07 0.00 0.09 0.000
H 4.612 3.695 -0.051 -0.03 0.03 0.07 0.000
H 2.656 3.436 -1.197 -0.05 -0.16 -0.01 0.000
H 1.808 3.780 0.299 -0.09 -0.21 0.10 0.000
H 0.571 2.055 -2.203 0.09 -0.02 0.09 -0.001
H 0.220 3.384 -1.126 0.10 -0.07 0.17 0.000
H -1.976 2.038 -0.532 -0.02 0.02 -0.04 -0.011
H -1.670 1.217 -2.059 0.08 -0.01 0.06 0.000
H -2.854 2.962 -2.915 0.03 0.01 0.01 0.000
H -1.291 3.765 -2.886 -0.06 -0.01 -0.04 0.000
H -2.784 3.965 -0.424 0.01 -0.01 -0.02 0.000
H -3.439 4.752 -1.673 0.15 0.17 -0.10 0.000
H 0.901 -1.838 -1.170 -0.20 0.04 0.00 -0.001
H 0.115 -0.589 -2.127 -0.08 0.07 0.15 0.001
H 2.413 0.571 -2.278 -0.10 0.00 0.11 0.000
H 2.169 -0.935 -3.105 -0.03 0.02 0.03 0.000
H 3.260 -1.479 -0.420 0.03 0.14 0.03 0.000
H 3.891 -1.907 -2.016 -0.14 -0.11 0.11 0.000
H -1.484 -0.728 -0.603 0.13 0.28 -0.13 -0.004
H -1.401 0.361 0.759 0.04 -0.13 0.07 -0.151
H -1.034 -2.608 0.519 -0.07 -0.07 0.16 0.003
H 0.018 -1.866 1.738 0.07 -0.10 -0.32 -0.001
H -1.545 -1.063 3.048 -0.35 -0.11 0.03 0.004
H -2.823 -1.057 1.653 -0.32 -0.77 -0.19 -0.068
H -1.814 -3.577 3.148 0.00 0.02 -0.03 -0.001
H -3.257 -2.708 3.648 -0.01 0.03 -0.06 0.003
H -1.013 -6.457 -1.270 0.00 -0.01 0.06 0.003
Fe -3.009 0.414 2.487 0.64 0.87 0.46 2.986
```
Positions in Å, forces in eV/Å.

The HOMO energy (alpha / beta) is -13.8 / -13.8 eV. The expectation value of S² is 6.04. Its energy relative to the best compared isomer or geometry (same formula, charge and spin) is 0.0 kcal/mol. Its multiplicity is 5. Its orbital gap (alpha / beta) is 0.21938 / 0.09178 hartree. The total charge is +2.

=====

no.,energy (eV),largest force on an atom (hartree/bohr)
1,-35268.008,0.06562
2,-28577.863,0.02708
3,-20567.510,0.00924
4,-159878.508,0.02287